Here is a 6-piece molecular cluster, C19H47BN11O10 overall from the OMol25 dataset. Energies are from ωB97M-V/def2-TZVPD.

As for the total energy: -2131.6720 Ha. The value obtained for the HOMO energy (spin up / spin down) is -8.2735 / -8.2735 eV. As for the spin multiplicity: 2. The gap between HOMO and LUMO (spin up / spin down) is 8.6 / 8.2 eV.

Atoms and positions in Å:
C: 2.451 -1.136 2.234
C: 3.479 -0.951 0.953
O: 3.538 0.421 0.428
B: 2.673 0.619 -0.747
O: 1.498 1.523 -0.621
C: 2.875 -0.151 -2.225
C: 1.660 -1.302 -2.227
O: 1.877 -2.385 -3.189
C: 2.267 -3.651 -2.564
C: 2.104 -5.022 -3.507
O: 2.784 -3.838 -1.350
C: 4.376 -0.779 -2.341
C: 5.111 -0.658 -3.794
C: 6.740 -0.475 -3.434
C: 5.084 -2.092 -4.658
N: 4.770 0.551 -4.621
O: 5.366 1.679 -4.180
C: 3.299 0.810 -4.782
C: 3.193 2.308 -5.524
C: 2.520 -0.217 -5.824
C: 2.507 0.994 -3.350
H: 1.426 -1.495 1.797
H: 2.363 -0.136 2.874
H: 2.883 -2.019 2.897
H: 3.296 -1.702 0.074
H: 4.566 -1.186 1.385
H: 1.809 2.476 -0.603
H: 0.698 -0.706 -2.608
H: 1.390 -1.648 -1.133
H: 2.748 -4.824 -4.489
H: 0.995 -5.231 -3.821
H: 2.625 -5.937 -2.957
H: 5.092 -0.235 -1.556
H: 4.427 -1.931 -2.033
H: 6.929 0.314 -2.591
H: 7.309 -0.193 -4.418
H: 7.092 -1.525 -2.996
H: 5.247 -1.881 -5.822
H: 5.935 -2.826 -4.328
H: 4.063 -2.655 -4.577
H: 2.116 2.322 -6.012
H: 3.982 2.384 -6.391
H: 3.254 3.183 -4.738
H: 2.926 -0.098 -6.928
H: 1.370 0.099 -5.881
H: 2.530 -1.337 -5.487
H: 2.900 2.026 -2.898
H: 1.362 1.147 -3.540
C: 0.051 2.519 3.366
O: -1.017 1.977 3.605
N: 0.587 2.557 2.133
N: 0.787 3.126 4.314
H: 1.465 2.998 1.916
H: 0.065 2.111 1.390
H: 0.419 3.121 5.257
H: 1.668 3.578 4.137
C: 0.689 -8.445 -5.245
O: 0.339 -7.371 -4.781
N: 1.401 -9.343 -4.541
N: 0.393 -8.826 -6.500
H: 1.698 -10.233 -4.905
H: 1.644 -9.095 -3.590
H: -0.141 -8.179 -7.065
H: 0.673 -9.707 -6.899
C: -5.326 0.745 2.761
O: -6.012 0.002 2.076
N: -3.984 0.779 2.677
N: -5.852 1.596 3.660
H: -3.403 1.384 3.232
H: -3.548 0.154 2.012
H: -6.859 1.602 3.754
H: -5.304 2.216 4.233
C: -7.704 4.151 5.196
O: -6.744 3.532 4.766
N: -8.066 4.124 6.491
N: -8.486 4.916 4.414
H: -8.853 4.627 6.865
H: -7.503 3.560 7.115
H: -8.249 4.965 3.431
H: -9.281 5.434 4.750
C: -8.578 5.247 9.793
O: -9.044 5.005 8.691
N: -9.309 5.184 10.921
N: -7.292 5.597 9.979
H: -8.943 5.380 11.837
H: -10.281 4.924 10.825
H: -6.708 5.656 9.155
H: -6.891 5.800 10.878